Computed, not measured: 15 unconnected molecules or ions with the total composition C15H60N30O15, with ωB97M-V/def2-TZVPD.

Last columns: bonded neighbours and bond lengths (Å).
Cartesian coordinates (Å):
1 H -3.345 1.872 -5.851  N87 1.010
2 H -2.700 -5.432 -0.931  N48 1.010
3 H 6.748 -0.343 -2.624  N54 1.010
4 H -7.492 -0.092 1.290  N50 1.010
5 C -1.615 0.944 -5.950  N63 1.334, N87 1.260, O114 1.212
6 H 0.292 0.609 -5.484  N63 1.010
7 H -3.087 -2.698 3.487  N55 1.010
8 H 0.766 6.988 -2.647  N74 1.010
9 N 5.881 -4.849 0.917  C86 1.244, H93 1.010, H94 1.010
10 C 6.565 -0.824 4.531  N57 1.270, O66 1.229, N96 1.250
11 H -1.725 8.243 -4.183  N99 1.010
12 H 2.754 -2.618 -3.644  N78 1.010
13 H -4.808 5.359 -1.854  N56 1.010
14 O 0.284 -1.634 4.026  C111 1.250
15 H -0.220 2.125 -4.932  N63 1.010
16 N 5.869 2.636 -2.920  C22 1.351, H52 1.010, H97 1.010
17 H 1.098 0.703 4.928  N67 1.010
18 O -4.253 -5.207 -4.055  C21 1.214
19 H 0.076 -7.599 0.567  N43 1.010
20 H 5.908 -0.952 2.667  N96 1.010
21 C -3.695 -4.349 -4.707  O18 1.214, N58 1.324, N112 1.362
22 C 5.939 1.460 -2.257  N16 1.351, N54 1.287, O65 1.230
23 H -9.034 -2.804 0.334  N79 1.010
24 N -1.077 5.331 2.294  H31 1.010, H80 1.010, C100 1.251
25 O -5.995 4.423 0.826  C68 1.197
26 N 4.049 -3.218 -5.224  H27 1.010, H70 1.010, C72 1.305
27 H 4.595 -3.872 -5.766  N26 1.010
28 H 2.993 2.801 3.023  N75 1.010
29 H -3.377 -5.388 -6.336  N112 1.010
30 H 2.805 -4.588 0.968  N103 1.010
31 H -1.317 6.233 1.909  N24 1.010
32 H -3.767 -0.320 5.419  N38 1.010
33 H 2.526 0.016 5.679  N67 1.010
34 H -3.772 -4.069 4.358  N55 1.010
35 C -1.144 -6.137 0.056  N43 1.264, N48 1.307, O84 1.157
36 H -2.113 6.984 3.738  N37 1.010
37 N -1.865 6.085 4.124  H36 1.010, C100 1.295, H109 1.010
38 N -3.441 -1.100 4.867  H32 1.010, H59 1.010, C71 1.283
39 H 7.158 0.018 6.275  N57 1.010
40 H 1.649 -0.264 -0.284  N98 1.010
41 H 6.346 0.660 -3.977  N54 1.010
42 H 3.690 4.878 5.482  N61 1.010
43 N -0.870 -7.246 0.597  H19 1.010, C35 1.264, H89 1.010
44 O -4.968 -2.267 5.826  C71 1.184
45 C -0.314 0.250 -0.622  O60 1.182, N77 1.302, N98 1.343
46 O -0.907 4.030 4.004  C100 1.243
47 H -4.092 -2.707 -3.607  N58 1.010
48 N -2.422 -6.088 -0.215  H2 1.010, C35 1.307, H118 1.010
49 H -3.216 -2.418 -5.044  N58 1.010
50 N -8.090 -0.847 0.988  H4 1.010, H62 1.010, C83 1.269
51 C 4.361 3.997 3.777  N61 1.325, O73 1.207, N75 1.326
52 H 5.880 3.510 -2.415  N16 1.010
53 H 1.211 -2.914 5.903  N85 1.010
54 N 6.242 0.449 -2.994  H3 1.010, C22 1.287, H41 1.010
55 N -3.600 -3.078 4.269  H7 1.010, H34 1.010, C71 1.269
56 N -5.493 5.389 -1.112  H13 1.010, C68 1.287, H105 1.010
57 N 6.728 0.119 5.366  C10 1.270, H39 1.010, H76 1.010
58 N -3.524 -3.086 -4.351  C21 1.324, H47 1.010, H49 1.010
59 H -2.577 -0.997 4.355  N38 1.010
60 O -0.098 1.383 -0.885  C45 1.182
61 N 3.440 4.336 4.667  H42 1.010, C51 1.325, H119 1.010
62 H -8.994 -1.044 1.393  N50 1.010
63 N -0.410 1.334 -5.530  C5 1.334, H6 1.010, H15 1.010
64 H -2.341 -3.871 -6.144  N112 1.010
65 O 5.888 1.355 -1.032  C22 1.230
66 O 7.000 -1.972 4.545  C10 1.229
67 N 1.628 -0.101 5.231  H17 1.010, H33 1.010, C111 1.303
68 C -5.343 4.523 -0.173  O25 1.197, N56 1.287, N108 1.249
69 H 0.215 5.294 -2.428  N74 1.010
70 H 4.316 -3.297 -4.253  N26 1.010
71 C -4.066 -2.204 5.062  N38 1.283, O44 1.184, N55 1.269
72 C 2.769 -3.195 -5.477  N26 1.305, N78 1.336, O110 1.204
73 O 5.534 4.234 3.935  C51 1.207
74 N 0.073 6.256 -2.702  H8 1.010, H69 1.010, C116 1.290
75 N 3.896 3.206 2.821  H28 1.010, C51 1.326, H81 1.010
76 H 6.318 1.042 5.358  N57 1.010
77 N -1.484 -0.311 -0.511  C45 1.302, H82 1.010, H91 1.010
78 N 2.109 -2.733 -4.412  H12 1.010, C72 1.336, H95 1.010
79 N -8.250 -2.571 -0.258  H23 1.010, C83 1.304, H117 1.010
80 H -0.591 4.673 1.701  N24 1.010
81 H 4.412 2.841 2.033  N75 1.010
82 H -1.503 -1.050 0.177  N77 1.010
83 C -7.570 -1.496 0.029  N50 1.269, N79 1.304, O88 1.270
84 O -0.382 -5.372 -0.359  C35 1.157
85 N 1.673 -2.041 5.693  H53 1.010, H92 1.010, C111 1.271
86 C 4.784 -4.636 0.368  N9 1.244, N103 1.305, O120 1.264
87 N -2.356 1.958 -6.038  H1 1.010, C5 1.260, H101 1.010
88 O -6.435 -1.225 -0.473  C83 1.270
89 H -1.602 -7.802 1.015  N43 1.010
90 H -0.262 8.328 -3.184  N99 1.010
91 H -2.271 0.217 -0.859  N77 1.010
92 H 2.126 -1.480 6.400  N85 1.010
93 H 5.849 -4.669 1.910  N9 1.010
94 H 6.729 -4.578 0.441  N9 1.010
95 H 1.105 -2.838 -4.374  N78 1.010
96 N 5.883 -0.459 3.549  C10 1.250, H20 1.010, H106 1.010
97 H 5.394 2.634 -3.812  N16 1.010
98 N 0.696 -0.593 -0.354  H40 1.010, C45 1.343, H107 1.010
99 N -1.011 7.807 -3.617  H11 1.010, H90 1.010, C116 1.262
100 C -1.255 5.119 3.514  N24 1.251, N37 1.295, O46 1.243
101 H -2.024 2.905 -5.924  N87 1.010
102 H 3.872 -5.104 2.130  N103 1.010
103 N 3.776 -4.756 1.187  H30 1.010, C86 1.305, H102 1.010
104 H -4.115 3.722 -1.557  N108 1.010
105 H -6.220 6.089 -1.066  N56 1.010
106 H 5.763 0.543 3.499  N96 1.010
107 H 0.344 -1.539 -0.323  N98 1.010
108 N -4.611 3.648 -0.681  C68 1.249, H104 1.010, H113 1.010
109 H -1.920 5.935 5.122  N37 1.010
110 O 2.231 -3.702 -6.428  C72 1.204
111 C 1.094 -1.240 4.893  O14 1.250, N67 1.303, N85 1.271
112 N -3.061 -4.534 -5.898  C21 1.362, H29 1.010, H64 1.010
113 H -4.547 2.743 -0.236  N108 1.010
114 O -1.786 -0.185 -6.358  C5 1.212
115 O -1.960 5.845 -3.518  C116 1.217
116 C -1.037 6.596 -3.263  N74 1.290, N99 1.262, O115 1.217
117 H -8.013 -3.207 -1.007  N79 1.010
118 H -3.089 -6.824 -0.029  N48 1.010
119 H 2.452 4.250 4.475  N61 1.010
120 O 4.737 -4.293 -0.848  C86 1.264

The calculation puts the total energy at -3379.0261 Eh. The value obtained for the molecular weight is 900.84 g mol⁻¹. For the HOMO-LUMO gap, the calculation gives 9.15 eV. The value obtained for the energy above the lowest of the compared OMol25 structures with the same formula, charge and spin is 336.0 kcal/mol.

Mulliken population analysis, charges in e, atoms 1 to 8: H 0.220; H 0.199; H 0.239; H 0.236; C 0.620; H 0.215; H 0.156; H 0.140